Entry 1:
This record from OMol25 describes a cluster of 8 separate species, C5H26NO8 in total. The level of theory is ωB97M-V with the def2-TZVPD basis set.

For the largest force on an atom, the calculation gives 3.12 eV Å⁻¹. As for the calculated total energy: -23478.33803 eV. As for the HOMO energy: -6.119 eV. Its charge is -1. Its gap between HOMO and LUMO is 0.32701 Eh. As for the LUMO energy: 0.1021 Ha.

The geometry in XYZ format:
```
40
Properties=species:S:1:pos:R:3:mulliken_charge:R:1
O -0.5468 1.2114 1.9821 -0.8732
O -2.8202 0.0187 1.0156 -0.6820
O 1.7019 0.2266 1.7257 -1.0340
O -4.2561 0.9925 -0.8934 -0.6619
O 3.9405 0.7083 0.3005 -0.7082
O 1.6824 -1.9861 0.4340 -0.5748
O 0.1226 -2.4707 3.4103 -0.7154
O -1.3362 -0.0136 4.2676 -0.6928
N -0.5132 0.8919 -3.6537 -0.5255
C 0.1781 -0.1469 -1.5053 0.4830
C 0.9889 2.2276 -2.0714 -1.1465
C 0.6244 -2.3747 -0.3927 -0.5319
C 0.6687 -1.5497 -1.7323 -0.6248
C 0.5349 0.8650 -2.6555 0.6088
H -4.1545 1.5206 -0.0806 0.3083
H 3.0402 0.5591 0.7388 0.4453
H 1.9524 -0.3395 2.4594 0.2411
H 0.4749 3.0718 -2.5536 0.3970
H 0.6513 0.2036 -0.5241 -0.5870
H 4.0807 -0.1618 -0.0897 0.2929
H 0.3916 0.6954 1.7442 0.4335
H 2.0731 2.4611 -2.3655 0.2633
H 0.8295 -3.4482 -0.6185 0.3645
H -3.8349 0.1996 -0.4625 0.3731
H 1.5251 0.5579 -3.0743 0.1643
H -0.3866 1.7874 1.2101 0.2426
H -0.0023 -2.0550 -2.4970 0.2585
H -2.1439 -0.4967 4.0418 0.3000
H 1.4752 -1.0708 0.9502 0.2786
H -0.4704 1.5523 -4.3985 0.1970
H 0.3908 -2.4707 2.4902 0.3308
H -1.4142 0.5934 -3.3078 0.1972
H -0.2134 -1.5991 3.6951 0.3977
H -0.8563 0.1262 -1.1450 0.0200
H -0.3849 -2.2318 -0.0054 0.2508
H 1.6553 -1.6061 -2.2010 0.3035
H -3.3133 0.0485 1.8344 0.2117
H -1.9825 0.4751 1.2593 0.5326
H 0.8920 2.2822 -0.9698 0.1231
H -1.2445 0.7456 3.6384 0.3390
```

***

Entry 2:
This record from OMol25 describes a structure of composition C34H37N5Yb. The level of theory is ωB97M-V with the def2-TZVPD basis set.

For the largest force on an atom, the calculation gives 2.65 eV Å⁻¹. As for the calculated total energy: -74836.88792 eV. As for the HOMO energy (spin up / spin down): -3.419 / -3.111 eV. The expectation value of S² is 0.79. Its charge is -1. Its gap between HOMO and LUMO (spin up / spin down) is 0.21343 / 0.18439 Eh. As for the LUMO energy (spin up / spin down): 0.0878 / 0.0701 Ha. The multiplicity is 2.

The geometry in XYZ format:
```
77
Properties=species:S:1:pos:R:3:mulliken_charge:R:1
Yb -0.2537 -0.5755 1.0477 0.9992
N -1.5843 -0.7098 2.9974 -0.4525
N 0.5966 -2.3242 -1.1762 0.7666
N -0.0325 -1.1469 -2.8558 0.7921
N -0.1090 0.8478 7.9379 -0.6351
N 0.2206 -2.4738 2.2494 -0.2329
C -0.5889 0.5010 6.9266 -0.1076
C -2.0352 0.7399 4.8661 -0.7428
C 2.9327 0.4816 -0.8355 -1.0104
C -1.6629 1.9015 -4.1848 -1.0036
C 0.4329 -2.3710 -3.3532 -0.6248
C -1.5365 -4.0032 3.0820 -0.8658
C -0.6251 -1.1729 5.1800 -1.1707
C 0.1814 -3.1722 1.0994 0.5645
C -2.3175 0.4951 -2.2133 -1.4373
C -1.1120 0.0162 5.6637 0.9388
C 0.6714 2.6192 -1.4351 -0.8492
C 1.0741 -2.6655 0.1042 -1.5546
C 2.6938 -0.2860 2.2739 -1.3928
C 0.6444 0.3820 -4.6374 1.3989
C 1.9549 1.0202 0.1364 0.8597
C 1.9462 0.7562 1.5348 -0.5493
C 0.7184 1.6753 3.5753 -1.2188
C -0.5449 -2.9485 3.3856 0.1270
C -1.3077 -1.7442 4.0022 0.7636
C -1.0847 3.4540 -6.0860 -1.5817
C -1.4129 0.7893 -3.3648 1.3837
C -0.9761 3.0659 1.2584 -1.9130
C -0.7947 2.2639 -5.2182 0.6820
C -2.2023 0.3563 3.5253 -0.5538
C 0.9162 1.9527 -0.1379 1.0956
C 0.3495 1.4940 -5.4357 -1.0542
C -0.0900 -1.1408 -1.4961 -1.0769
C -0.2817 -0.0011 -3.6454 0.0749
C 0.9376 1.5667 2.1241 1.4730
C 0.8200 -3.1126 -2.3141 -0.9560
C 0.2336 2.2272 1.0818 -0.4770
C 1.9664 -0.2983 -4.8021 -1.7473
C -1.6492 -4.5668 1.8376 -0.7034
C -0.7647 -4.2016 0.8284 -0.5489
H 0.5409 0.6822 4.0132 0.0506
H 3.0167 0.0962 3.2564 0.4232
H 2.5220 0.4917 -1.8524 -0.1307
H 1.0584 1.7744 -6.2229 0.3310
H -2.1932 -4.2926 3.9112 0.3855
H -0.1539 2.2976 3.8044 0.4045
H 2.5598 0.2943 -5.5107 0.3844
H -1.6598 4.2057 -5.5364 0.3702
H 3.5808 -0.6115 1.7138 0.3623
H 1.3109 3.5090 -1.5811 0.2973
H -2.4871 1.6564 5.2399 0.3250
H 1.8835 -1.3134 -5.2095 0.3683
H -1.6474 2.6505 2.0296 0.4197
H -2.2927 -2.1371 4.3651 0.2002
H 0.8668 1.9328 -2.2720 -0.0529
H 0.1689 -3.2861 4.1642 0.2758
H 0.1681 -1.7471 5.6691 0.2843
H -0.1517 3.9103 -6.4343 0.3676
H -2.3983 -5.3356 1.6327 0.3636
H 3.8620 1.0790 -0.8531 0.4061
H -0.7219 4.0923 1.5739 0.2341
H 3.2131 -0.5523 -0.5933 0.2578
H 1.5933 2.0922 4.0991 0.3541
H 2.5430 -0.3458 -3.8663 0.2523
H 2.1198 -2.4333 0.2969 0.4198
H 2.0693 -1.1859 2.4740 0.0803
H -2.5571 2.4981 -3.9833 0.3072
H -1.8669 0.8017 -1.2486 -0.0291
H -1.5518 3.1334 0.3232 0.2813
H -0.7695 -4.6406 -0.1694 0.4325
H -2.6249 -0.5570 -2.1404 0.3320
H 0.4554 -2.5964 -4.3996 0.7902
H -1.6651 3.1783 -6.9767 0.2972
H 1.2881 -4.0711 -2.2325 0.5025
H -3.2253 1.1039 -2.3370 0.4970
H -2.8078 0.9755 2.8419 0.5124
H -0.3705 2.9589 -1.5156 0.1832
```